Record 1
Below is an isolated molecule of C3H5N3 in a non-equilibrium geometry, with properties calculated with wB97M-V/def2-TZVPD.

XYZ file:
```
11
Properties=species:S:1:pos:R:3:forces:R:3
C -1.2305 -0.0224 0.9726 2.2 0.0 2.8
C 0.0323 -0.5005 0.3694 -0.6 -0.8 -2.2
C 0.7539 0.4603 -0.5135 0.2 0.3 -0.3
N -2.1086 0.7925 0.6287 -1.1 0.2 -0.7
N 0.3095 -1.7340 0.4556 -0.3 0.1 0.4
N 1.7681 0.0502 -1.1331 0.4 -0.2 -0.1
H -2.1160 1.0354 -0.3667 0.3 -0.1 0.1
H 1.1080 -2.0005 -0.1219 0.3 0.4 0.1
H 2.2222 0.7261 -1.7422 -0.2 0.2 0.1
H -1.0661 -0.2769 2.0445 -1.3 0.0 -0.2
H 0.3273 1.4698 -0.5934 0.2 -0.1 0.0
```
Positions in Å, forces in eV/Å.

Values from the calculation:
2S+1 ... 1
Kohn-Sham gap ... 9.5 eV
E_tot ... -281.511407 Ha
ΔE to the lowest compared entry with this formula, charge and spin ... 49.35 kcal/mol
Structure (SMILES) ... [H]\N=C/C(/C=N/[H])=N/[H]


Record 2
Below is an isolated molecule of C3H5N3, with properties calculated with wB97M-V/def2-TZVPD.

XYZ file:
```
11
Properties=species:S:1:pos:R:3:forces:R:3
N 0.4798 0.0613 1.6439 0.1 0.1 0.3
C 0.0749 0.0086 0.2386 0.0 -0.3 -0.1
C -0.3989 0.8306 -0.7718 0.0 -0.1 0.1
C -0.5146 -0.1227 -1.7988 -0.1 0.0 -0.3
N -0.1456 -1.3513 -1.4069 -0.1 0.2 -0.3
N 0.2205 -1.2631 -0.1359 0.0 0.0 0.0
H -0.2511 0.2820 2.3230 0.0 0.0 -0.2
H 1.3182 0.6032 1.8622 -0.1 0.0 -0.1
H -0.6221 1.8886 -0.7951 0.1 -0.2 0.1
H -0.8528 0.0234 -2.8151 0.0 0.1 0.1
H 0.6917 -0.9607 1.6559 0.1 0.1 0.6
```
Positions in Å, forces in eV/Å.

Values from the calculation:
2S+1 ... 1
Kohn-Sham gap ... 8.3 eV
E_tot ... -281.499124 Ha
ΔE to the lowest compared entry with this formula, charge and spin ... 57.06 kcal/mol


Record 3
Below is an isolated molecule of C3H5N3, with properties calculated with wB97M-V/def2-TZVPD.

XYZ file:
```
11
Properties=species:S:1:pos:R:3:forces:R:3
C -1.6690 -0.0346 0.0857 -0.1 0.0 0.0
N -0.2267 -0.1651 0.0547 0.1 -0.1 0.0
C 0.7535 0.7692 0.0339 -0.1 -0.2 -0.1
C 1.9030 0.0264 -0.1004 0.1 0.0 -0.2
N 1.5685 -1.2878 -0.1296 -0.1 0.0 -0.1
N 0.2828 -1.3952 -0.0396 0.1 0.1 0.0
H -2.0750 -0.7878 -0.5919 0.0 0.1 0.1
H -2.0506 -0.2147 1.0930 0.0 0.1 -0.1
H -1.9602 0.9593 -0.2568 0.1 -0.1 0.1
H 0.5434 1.8255 0.1269 0.1 -0.2 -0.1
H 2.9302 0.3047 -0.2758 -0.1 0.2 0.3
```
Positions in Å, forces in eV/Å.

Values from the calculation:
2S+1 ... 1
Kohn-Sham gap ... 10.6 eV
E_tot ... -281.544385 Ha
ΔE to the lowest compared entry with this formula, charge and spin ... 28.65 kcal/mol
Structure (SMILES) ... Cn1ccnn1


Record 4
Below is C3H5N3 as an isolated structure in a non-equilibrium geometry, with properties calculated with wB97M-V/def2-TZVPD.

XYZ file:
```
11
Properties=species:S:1:pos:R:3:forces:R:3
C 1.7807 -0.4336 0.0974 0.4 0.4 -0.7
C -0.9393 -1.0838 -0.1777 3.3 2.7 -1.5
C 0.4592 -0.0368 0.5995 -3.2 -2.2 -3.2
N 2.8242 -0.6265 -0.3627 -1.0 -0.1 0.5
N -0.7660 1.7405 -0.3225 -0.4 -3.1 0.1
N 0.2293 1.3665 0.2827 1.4 1.5 -0.3
H -0.4455 -1.5574 -1.1359 -1.0 0.5 2.3
H -1.4250 -1.7229 0.5527 0.2 0.0 -0.2
H -1.5182 -0.1914 -0.5598 0.1 -1.4 0.7
H 0.4622 -0.1320 1.6326 -0.3 -0.3 2.0
H -0.6617 2.6776 -0.6062 0.3 2.0 0.3
```
Positions in Å, forces in eV/Å.

Values from the calculation:
2S+1 ... 1
Kohn-Sham gap ... 9.7 eV
E_tot ... -281.455085 Ha
ΔE to the lowest compared entry with this formula, charge and spin ... 84.69 kcal/mol


Record 5
Below is an isolated molecule of C3H5N3 in a non-equilibrium geometry, with properties calculated with wB97M-V/def2-TZVPD.

XYZ file:
```
11
Properties=species:S:1:pos:R:3:forces:R:3
C -1.4729 -0.0743 0.0019 -0.2 0.0 0.0
C 0.0125 -0.0185 -0.0068 0.2 0.4 0.0
C 0.8104 1.0882 -0.0917 -0.1 0.0 0.0
N 2.1122 0.7014 -0.0452 -0.1 -0.4 0.0
N 2.2019 -0.5729 0.0617 -1.5 -0.8 0.1
N 0.8660 -1.0551 0.0893 0.0 0.6 -0.1
H -1.8455 0.9242 -0.2379 0.0 -0.2 0.0
H -1.8831 -0.7685 -0.7359 0.1 0.0 0.1
H -1.8668 -0.3462 0.9848 0.1 0.0 -0.1
H 0.4931 2.1155 -0.1802 0.2 0.0 0.0
H 0.4887 -2.0063 0.1622 1.3 0.4 0.0
```
Positions in Å, forces in eV/Å.

Values from the calculation:
2S+1 ... 1
Kohn-Sham gap ... 10.2 eV
E_tot ... -281.546338 Ha
ΔE to the lowest compared entry with this formula, charge and spin ... 27.43 kcal/mol
Structure (SMILES) ... Cc1cnn[nH]1


Record 6
Below is an isolated molecule of C3H5N3O in a non-equilibrium geometry, with properties calculated with wB97M-V/def2-TZVPD.

XYZ file:
```
12
Properties=species:S:1:pos:R:3:forces:R:3
C -0.3001 -0.1994 1.5796 0.4 0.4 -2.3
C 0.7374 -0.4992 0.8245 0.2 -0.2 -4.2
C -1.3920 0.2487 0.6922 -1.0 -0.3 -0.4
N -1.0144 0.0357 -0.6097 -0.1 1.8 1.1
N 0.3228 -0.3183 -0.7910 1.4 -2.2 3.5
N 1.1895 0.3959 -1.6436 -1.3 0.7 0.7
O -2.5317 0.5954 0.9636 0.4 -0.1 0.4
H -0.3898 -0.3172 2.5983 -0.2 -0.1 2.0
H 1.7220 -0.9767 0.9685 -0.7 0.6 0.0
H -1.8276 0.1131 -1.2141 1.1 -0.2 -0.9
H 1.7760 -0.2273 -2.1678 0.0 -0.3 0.1
H 1.7080 1.1494 -1.2003 -0.2 -0.2 0.0
```
Positions in Å, forces in eV/Å.

Values from the calculation:
2S+1 ... 1
Kohn-Sham gap ... 9.2 eV
E_tot ... -356.715422 Ha
ΔE to the lowest compared entry with this formula, charge and spin ... 89.08 kcal/mol
Structure (SMILES) ... Nn1ccc(=O)[nH]1


Record 7
Below is an isolated molecule of C3H5N3O, with properties calculated with wB97M-V/def2-TZVPD.

XYZ file:
```
12
Properties=species:S:1:pos:R:3:forces:R:3
N -1.4548 -1.2077 -1.0381 0.0 -0.1 -0.2
C -0.4261 -0.4449 -0.4559 0.3 0.1 0.0
C 0.8611 -0.1736 -0.8006 -0.2 -0.2 -0.3
N 1.4580 0.6214 0.1392 -0.1 0.0 0.0
C 0.5414 0.8309 1.0393 0.3 -0.1 -0.3
O 0.8580 1.5992 2.0898 -0.1 -0.1 0.0
N -0.6331 0.2228 0.7628 0.1 0.0 0.0
H -1.7936 -0.7748 -1.8907 -0.1 -0.1 0.1
H -1.1207 -2.1372 -1.2672 -0.2 0.1 0.1
H 1.4248 -0.4924 -1.6638 -0.2 -0.1 0.0
H 1.7775 1.7618 1.7924 -0.1 0.5 0.8
H -1.4925 0.1945 1.2929 0.3 0.1 0.0
```
Positions in Å, forces in eV/Å.

Values from the calculation:
2S+1 ... 1
Kohn-Sham gap ... 9.0 eV
E_tot ... -356.828068 Ha
ΔE to the lowest compared entry with this formula, charge and spin ... 18.39 kcal/mol
Structure (SMILES) ... Nc1cnc(O)[nH]1


Record 8
Below is C3H5N3O as an isolated structure in a non-equilibrium geometry, with properties calculated with wB97M-V/def2-TZVPD.

XYZ file:
```
12
Properties=species:S:1:pos:R:3:forces:R:3
N 0.4674 0.9888 -1.9042 -0.3 -0.3 0.1
C 0.0986 0.5813 -0.6592 0.2 -0.2 0.0
N -0.9498 1.0271 -0.0117 0.3 0.4 0.3
C -0.9405 0.5263 1.2933 0.1 1.0 -0.2
O -1.1115 -1.3675 1.0515 1.0 -1.0 0.0
C 0.1415 -0.5299 1.2542 -0.7 -0.4 0.2
N 0.8557 -0.3184 0.0488 -0.5 -0.3 -0.2
H -0.2604 1.4887 -2.3969 0.1 0.0 0.1
H 0.9842 0.3401 -2.4789 0.0 0.1 0.1
H -1.6044 -1.3873 1.8950 0.4 0.2 -0.4
H 0.7489 -0.9368 2.0653 -0.3 0.4 -0.1
H 1.6978 -0.7792 -0.2639 -0.3 0.0 0.1
```
Positions in Å, forces in eV/Å.

Values from the calculation:
2S+1 ... 1
Kohn-Sham gap ... 8.4 eV
E_tot ... -356.709285 Ha
ΔE to the lowest compared entry with this formula, charge and spin ... 92.93 kcal/mol


Record 9
Below is a 2-piece molecular cluster, C3H5N3O overall in a non-equilibrium geometry, with properties calculated with wB97M-V/def2-TZVPD.

XYZ file:
```
12
Properties=species:S:1:pos:R:3:forces:R:3
C -1.4905 -1.4987 -0.2662 -1.0 -0.1 0.9
N 0.9425 1.2958 0.1602 1.3 -0.2 -0.8
C -0.5886 -1.2231 -1.1434 0.9 0.2 -0.8
N 1.3495 0.3560 1.1163 0.3 -0.5 0.2
C -0.2816 1.7751 0.2137 -0.3 0.2 0.3
O 0.2561 -0.9741 -1.9046 -0.2 0.0 0.1
N -1.3305 2.2432 0.2635 -0.6 0.1 0.0
H 1.3695 1.2850 -0.7667 -0.2 -0.1 0.4
H 2.3175 0.5384 1.3832 -0.4 0.0 -0.1
H 1.2610 -0.6032 0.7654 0.0 0.5 0.1
H -1.8739 -0.7165 0.3778 0.1 0.1 -0.1
H -1.9309 -2.4778 -0.1991 0.1 -0.2 -0.1
```
Positions in Å, forces in eV/Å.

Values from the calculation:
2S+1 ... 1
Kohn-Sham gap ... 10.3 eV
E_tot ... -356.730963 Ha
ΔE to the lowest compared entry with this formula, charge and spin ... 79.33 kcal/mol
Structure (SMILES) ... C=C=O.N#CNN


Record 10
Below is an isolated molecule of C3H5N3O in a non-equilibrium geometry, with properties calculated with wB97M-V/def2-TZVPD.

XYZ file:
```
12
Properties=species:S:1:pos:R:3:forces:R:3
N 0.4528 0.2690 2.1319 -0.3 0.1 -0.2
C 0.1406 -0.1329 0.8729 0.2 0.2 -0.1
N -0.7378 -1.0772 0.5964 0.3 -0.5 -0.1
C -0.7061 -1.3592 -0.7591 0.3 -0.6 0.8
O -1.2244 0.3420 -1.6158 0.8 1.0 -0.6
C 0.1299 -0.2322 -1.3383 -0.7 0.1 -0.3
N 0.7583 0.3934 -0.2233 -0.6 0.2 0.1
H -0.2009 -0.0517 2.8324 0.1 -0.1 -0.1
H 0.7786 1.2139 2.2710 0.1 -0.1 -0.1
H -1.6416 -0.2117 -2.3026 0.3 0.1 0.5
H 0.7519 -0.2325 -2.2361 -0.2 -0.3 0.2
H 1.4986 1.0790 -0.2295 -0.3 -0.1 0.0
```
Positions in Å, forces in eV/Å.

Values from the calculation:
2S+1 ... 1
Kohn-Sham gap ... 8.4 eV
E_tot ... -356.715078 Ha
ΔE to the lowest compared entry with this formula, charge and spin ... 89.29 kcal/mol


Record 11
Below is an isolated molecule of C3H5N3O in a non-equilibrium geometry, with properties calculated with wB97M-V/def2-TZVPD.

XYZ file:
```
12
Properties=species:S:1:pos:R:3:forces:R:3
C -1.7613 0.0604 0.0345 -5.8 -4.2 -0.2
C 1.7193 -0.5662 -0.1059 2.3 -3.2 1.9
C 0.7775 0.5178 -0.1551 -2.3 -3.7 0.9
H -2.0459 1.0286 -0.1657 0.4 2.5 -0.1
H -2.5207 -0.4992 -0.7116 1.7 0.9 1.0
H -2.2131 -0.3149 0.9806 0.6 0.7 0.0
H 2.8018 -0.3383 0.2820 -2.0 -0.9 -1.5
H 1.7440 2.2351 -0.0089 0.8 -0.3 -0.1
N -0.4894 -0.3101 -0.1743 6.3 0.7 -1.0
N 1.2406 -1.8332 0.0137 -0.1 4.7 -0.3
N 0.8855 1.7353 0.0333 -2.0 1.4 -0.3
O -0.1381 -1.7152 -0.0226 0.0 1.4 -0.4
```
Positions in Å, forces in eV/Å.

Values from the calculation:
2S+1 ... 1
Kohn-Sham gap ... 8.9 eV
E_tot ... -356.646559 Ha
ΔE to the lowest compared entry with this formula, charge and spin ... 132.29 kcal/mol
Structure (SMILES) ... [H]/N=c1\cnon1C


Record 12
Below is a 2-piece molecular cluster, C3H5N3O overall in a non-equilibrium geometry, with properties calculated with wB97M-V/def2-TZVPD.

XYZ file:
```
12
Properties=species:S:1:pos:R:3:forces:R:3
O 0.2220 -2.5835 -1.2259 -0.2 -0.1 -0.1
C 0.2863 -1.2162 -0.9149 0.1 0.3 0.1
C -0.4755 -0.9132 0.3166 -0.6 0.1 0.8
N -1.1179 -0.7296 1.2605 0.6 -0.2 -0.9
N 0.0611 1.9044 2.1194 0.1 0.1 -0.6
C 0.2771 1.9657 0.9207 0.0 0.0 0.1
N 0.6426 1.9868 -0.2563 -0.1 0.0 0.5
H -0.7076 -2.8317 -1.3124 0.2 -0.1 0.0
H -0.0900 -0.5670 -1.7175 0.0 -0.1 0.1
H 1.3364 -0.9604 -0.7571 -0.2 0.0 0.0
H -0.6587 1.2486 2.4146 0.1 0.1 0.0
H 0.2243 2.6960 -0.8478 0.0 -0.1 0.0
```
Positions in Å, forces in eV/Å.

Values from the calculation:
2S+1 ... 1
Kohn-Sham gap ... 11.1 eV
E_tot ... -356.780474 Ha
ΔE to the lowest compared entry with this formula, charge and spin ... 48.26 kcal/mol
Structure (SMILES) ... N#CCO.N=C=N